This record from the Open Molecules 2025 dataset describes a 3-piece molecular cluster, C7H14BF2O8P overall. The level of theory is ωB97M-V/def2-TZVPD.

```
33
Properties=species:S:1:pos:R:3:forces:R:3:mulliken_charge:R:1
O -2.13857 0.17300 -2.64356 -0.1 0.1 0.0 -0.470
C -1.46339 -0.23383 -3.52574 0.0 -0.1 0.0 0.657
O -0.62509 -1.29299 -3.43176 0.0 0.0 0.0 -0.272
C -0.10788 -1.58670 -4.72880 0.0 0.0 -0.1 -0.405
C -0.30046 -0.26719 -5.45636 0.0 0.0 0.1 0.292
F -0.62250 -0.43861 -6.76007 -0.1 -0.1 0.0 -0.283
O -1.39897 0.30177 -4.77498 0.1 0.1 0.1 -0.333
H -0.71882 -2.35929 -5.19885 0.0 0.0 0.0 0.272
H 0.92481 -1.91072 -4.64959 0.0 0.0 0.1 0.265
H 0.54627 0.41884 -5.39562 0.0 0.0 -0.1 0.278
O -1.37686 1.87881 3.75667 0.0 0.0 0.0 -0.492
C -0.25899 2.26131 3.77552 0.1 -0.1 -0.1 0.677
O 0.75957 1.66984 4.44283 0.0 0.0 0.0 -0.315
C 1.98051 2.31370 4.08320 0.0 0.0 -0.1 -0.349
C 1.49675 3.66481 3.58569 0.0 -0.1 0.1 0.285
F 2.24128 4.13089 2.55377 0.0 -0.1 -0.1 -0.285
O 0.19535 3.37357 3.12740 -0.1 0.1 0.1 -0.313
H 2.45518 1.76694 3.26623 0.0 0.0 0.0 0.248
H 2.64115 2.36180 4.94290 -0.1 0.0 0.0 0.265
H 1.43941 4.44309 4.34891 0.1 0.0 -0.1 0.276
O 1.36667 -3.04308 0.79271 0.1 0.2 -0.5 -0.572
B 0.95026 -1.71969 0.70085 0.1 -0.1 0.1 0.630
O 1.69071 -0.93365 -0.15292 0.0 -0.1 0.0 -0.548
C -0.29457 -1.17351 1.46786 0.1 -0.2 -0.1 -0.601
P -1.90479 -1.58396 0.44338 0.0 0.1 0.0 0.198
H 0.69357 -3.68748 0.56437 -0.1 -0.1 0.4 0.287
H 1.34427 -0.03920 -0.19258 0.1 0.1 0.1 0.275
H -0.39839 -1.69284 2.42461 -0.1 0.1 0.1 0.276
H -0.25547 -0.09397 1.64980 -0.1 0.0 -0.1 -0.028
H -2.60779 -0.53816 1.08429 0.0 0.0 0.0 0.037
H -1.90366 -2.89351 0.99092 0.0 -0.1 0.0 0.042
H -1.23596 -1.35281 -0.77817 0.0 0.0 0.0 -0.025
H -3.11358 -1.91717 -0.31292 0.0 0.0 0.0 0.030
```
Positions in Å, forces in eV/Å.

SMILES: O=C1OC[C@@H](F)O1.O=C1OC[C@@H](F)O1.OB(O)C[PH4]
LUMO level: 0.0151 hartree
Kohn-Sham gap: 8.45 eV
HOMO: -0.295 Eh